# 1
Entry from OMol25: an isolated molecule of C4H10N4 in a non-equilibrium geometry (wB97M-V/def2-TZVPD).

Structure (XYZ):
```
18
C4H10N4 (wB97M-V/def2-TZVPD)
H -0.56 -2.11 -0.61
H -0.38 0.41 1.37
H -3.94 -0.54 0.28
H 3.21 -1.50 0.87
H 2.24 0.69 -0.58
C -0.32 1.73 -0.36
H -1.22 2.29 -0.12
N 2.11 -0.04 0.12
C -2.94 -0.13 0.52
H 0.53 2.31 0.01
H -2.92 0.64 1.31
N 3.06 -1.05 -0.03
C 0.53 -0.65 -0.19
N -1.93 -0.44 -0.19
H 2.71 -1.79 -0.65
N 0.44 -1.84 -0.59
H -0.25 1.65 -1.45
C -0.37 0.37 0.28
```

## Properties
Energy above the lowest of the compared OMol25 structures with the same formula, charge and spin   366.3 kJ/mol
SMILES   [H]/N=C(/NN)[C@@H](C)N=C
Electronic energy   -10267.0549 eV
HOMO energy   -8.9 eV
Kohn-Sham gap   9.8 eV
Molar mass   114.15 g mol⁻¹
Charge   0

***

# 2
Entry from OMol25: a 14-piece molecular cluster, C7H36O14 overall in a non-equilibrium geometry (wB97M-V/def2-TZVPD).

Structure (XYZ):
```
57
C7H36O14 (wB97M-V/def2-TZVPD)
C -0.79 2.13 1.13
C -2.52 1.67 2.85
H -0.41 1.53 3.14
H -3.03 2.65 2.74
H -3.14 -0.46 3.03
O 3.90 -0.87 2.48
H -3.13 -2.98 1.85
H 1.52 1.99 -2.76
H -2.90 -3.02 -2.26
H 3.54 -0.33 1.76
H 0.88 -2.69 0.91
H 0.49 2.51 -0.45
H 2.23 1.07 1.44
H -2.75 3.09 -1.22
H 1.46 4.44 -1.64
H 0.29 2.41 -3.69
O -2.48 -2.95 -1.39
H -4.15 -2.32 0.03
H -2.66 -0.70 -0.84
O 0.94 4.73 -2.38
H -1.49 3.44 -2.16
O 4.12 1.67 1.20
H -2.47 -3.48 3.20
O 2.42 1.25 -1.31
H 3.03 -0.12 -2.74
H 1.22 3.00 1.00
O -4.15 -1.95 0.92
H 3.01 -2.30 -1.50
H -1.62 2.11 0.43
H 2.38 -0.79 -3.96
O -2.40 -3.50 2.24
H -4.36 0.62 3.26
H 1.54 -0.51 -1.08
H -3.50 -1.24 0.97
H 1.44 4.29 -3.09
C 0.59 2.21 0.60
H 4.78 2.28 1.51
H 4.12 1.39 0.29
O 2.98 -0.96 -3.21
C -3.32 0.63 2.94
C 1.85 0.42 -0.61
O -2.08 2.74 -1.82
O 0.37 -3.50 0.93
O -0.37 -4.65 -1.40
C 1.39 0.86 0.74
H -0.23 -3.35 1.67
C -1.13 1.83 2.38
O 1.25 2.39 -3.59
H -1.94 -3.75 -1.20
H 3.37 -2.03 0.04
H 0.28 -3.99 -1.63
H -0.43 -4.58 -0.43
H -2.61 0.94 -1.09
H 4.45 -1.45 1.96
O -3.12 0.16 -0.89
O 2.69 -2.21 -0.59
H 0.67 0.20 1.25
```

## Properties
Energy above the lowest of the compared OMol25 structures with the same formula, charge and spin   175.7 kJ/mol
Electronic energy   -36505.8518 eV
HOMO energy   -9.6 eV
Kohn-Sham gap   9.5 eV
Molar mass   344.35 g mol⁻¹
Charge   0

***

# 3
Entry from OMol25: C19H33Cl2N2O4SW as an isolated structure in a non-equilibrium geometry (wB97M-V/def2-TZVPD).

Structure (XYZ):
```
62
C19H33Cl2N2O4SW (wB97M-V/def2-TZVPD)
O 1.75 0.24 1.43
H 0.86 -1.52 3.38
H 2.72 4.03 -8.30
H 2.18 -1.33 4.61
H 0.17 -5.47 1.39
C 1.33 1.30 3.84
O 2.24 1.36 -3.25
H -2.12 1.88 -1.55
O 0.02 -2.03 0.56
H 2.55 -2.11 3.04
H -3.14 -1.52 5.04
N -2.65 0.29 4.12
H 0.87 2.05 3.19
C 2.75 2.71 -6.59
C 3.35 4.99 -5.08
H -4.68 0.39 4.68
C -2.43 0.84 -1.70
C -2.27 -0.87 4.92
H -4.64 -2.02 -0.41
H -0.94 -4.17 0.89
O -1.09 -0.09 2.50
H -2.52 -1.55 0.84
S 2.39 0.24 2.84
C -4.36 -0.99 -0.18
C -3.80 1.05 4.58
C -2.09 0.56 2.93
C 2.86 3.95 -7.22
H 2.55 1.80 -7.15
Cl -0.72 2.54 0.77
H 3.20 6.08 -6.94
H -1.98 0.48 -2.63
W -0.05 0.33 0.28
C 3.23 3.75 -4.45
H 1.85 -5.36 -1.24
H 3.60 5.87 -4.48
Cl 0.72 -0.30 -1.80
C 2.85 2.61 -5.20
H -1.98 -0.54 5.93
H 2.00 1.77 4.58
H -2.55 1.37 2.35
C -0.11 -4.80 0.57
H -0.43 -5.43 -0.27
H 2.46 0.45 -5.10
C 2.48 1.36 -4.46
H -1.45 -1.43 4.47
C -2.05 -0.02 -0.54
H -3.52 0.84 -1.84
C 1.93 -1.34 3.54
C -2.88 -0.87 0.07
C 3.13 5.10 -6.46
C 2.17 -4.75 -0.39
H 2.61 -5.42 0.36
H 1.94 -2.19 -0.23
C 1.03 -2.68 0.15
H -4.02 1.84 3.86
H 0.58 0.68 4.35
H -4.94 -0.71 0.72
H 2.92 -4.02 -0.72
H -3.61 1.49 5.57
N 1.04 -4.02 0.17
H 3.41 3.65 -3.38
H -4.70 -0.35 -1.00
```

## Properties
Electronic energy   -69085.4949 eV
HOMO energy (spin up / spin down)   -15.1 / -15.1 eV
Kohn-Sham gap (spin up / spin down)   2.7 / 2.7 eV
Molar mass   640.30 g mol⁻¹
Charge   +3

***

# 4
Entry from OMol25: a 2-piece molecular cluster, C3H9O3 overall in a non-equilibrium geometry (wB97M-V/def2-TZVPD).

Structure (XYZ):
```
15
C3H9O3 (wB97M-V/def2-TZVPD)
C -0.75 0.19 -0.38
H -1.30 -1.43 1.08
H -0.44 -0.44 -1.17
H -1.09 1.17 -0.62
O 1.49 -0.54 -0.13
H -2.93 0.53 1.73
H -2.68 -0.78 0.05
O 3.31 -0.03 -1.84
H 1.16 1.40 -0.15
H 0.57 0.75 1.33
H 2.26 -0.28 -0.91
H 3.56 -0.88 -1.52
C 0.63 0.51 0.24
C -1.76 -0.54 0.54
O -2.03 0.37 1.76
```

## Properties
Energy above the lowest of the compared OMol25 structures with the same formula, charge and spin   139.2 kJ/mol
Electronic energy   -9398.2845 eV
HOMO energy   -3.6 eV
Kohn-Sham gap   6.9 eV
Molar mass   93.10 g mol⁻¹
Charge   -1